Entry from OMol25: the molecule C3H6FN (ωB97M-V with the def2-TZVPD basis set).

Geometry as XYZ:
```
11
C3H6FN, DFT ωB97M-V with the def2-TZVPD basis set
F -0.65 1.68 -0.11
N -1.29 -0.93 -0.39
C 0.44 0.85 -0.29
C 0.78 -0.14 0.78
C 0.06 -0.60 -0.44
H 0.33 0.06 1.74
H -1.62 -0.60 0.54
H 1.84 -0.22 1.01
H 0.65 -1.24 -1.06
H 1.24 1.41 -0.76
H -1.76 -0.25 -1.02
```

ΔE to the lowest compared entry with this formula, charge and spin	13.6	kcal/mol
HOMO	-9.5	eV
gap between HOMO and LUMO	10.6337	eV
SMILES	N[C@@H]1C[C@@H]1F

---

Entry from OMol25: a cluster of 5 separate species, C2H15NO4 in total (ωB97M-V with the def2-TZVPD basis set).

Geometry as XYZ:
```
22
C2H15NO4, DFT ωB97M-V with the def2-TZVPD basis set
O -2.46 -0.67 1.79
O 2.31 -5.32 1.58
O 2.41 2.47 1.56
O 1.24 -0.43 2.01
N -0.89 1.58 -0.65
C -1.51 1.33 -1.94
C -0.58 0.72 -2.95
H 1.90 3.09 1.02
H 1.71 -4.60 1.35
H -1.07 0.54 -3.91
H -0.11 -0.20 -2.62
H -1.89 2.28 -2.32
H -2.48 0.80 -1.87
H 0.27 1.38 -3.15
H 1.81 -6.13 1.45
H 1.55 0.48 1.95
H -2.29 -1.07 0.92
H -0.80 0.71 -0.13
H 1.29 -0.55 2.97
H 2.75 1.88 0.88
H -1.59 -0.37 2.09
H -1.56 2.08 -0.04
```

ΔE to the lowest compared entry with this formula, charge and spin	21.2	kcal/mol
HOMO	-9.7	eV
gap between HOMO and LUMO	10.1043	eV
SMILES	CCN.O.O.O.O

---

Entry from OMol25: a structure of composition C4H8O3Yb (ωB97M-V with the def2-TZVPD basis set).

Geometry as XYZ:
```
16
C4H8O3Yb, DFT ωB97M-V with the def2-TZVPD basis set
Yb 0.46 2.58 0.60
O 0.66 0.29 -0.52
O -0.33 0.24 0.48
O 2.45 1.41 0.27
C 1.93 -0.69 -0.48
C 2.85 0.23 0.18
C -2.67 0.22 0.08
C -1.43 -0.63 0.07
H 2.18 -0.79 -1.54
H -1.47 -1.43 0.81
H 3.77 -0.12 0.68
H -1.20 -1.03 -0.93
H -3.50 -0.31 -0.41
H 1.75 -1.61 0.09
H -2.97 0.49 1.10
H -2.46 1.14 -0.48
```

ΔE to the lowest compared entry with this formula, charge and spin	35.2	kcal/mol
net charge	+3
HOMO (spin up / spin down)	-24.3 / -23.4	eV
gap between HOMO and LUMO (spin up / spin down)	10.3164 / 5.0714	eV
spin multiplicity	2
expectation value of S²	0.757

---

Entry from OMol25: a cluster of 2 separate species, C4H13NO2 in total (ωB97M-V with the def2-TZVPD basis set).

Geometry as XYZ:
```
20
C4H13NO2, DFT ωB97M-V with the def2-TZVPD basis set
O -16.74 6.63 -16.35
O -17.00 12.65 -17.37
N -16.68 9.10 -18.41
C -17.23 10.28 -17.70
C -17.42 10.02 -16.23
C -16.11 13.64 -16.93
C -16.35 11.52 -17.90
H -16.55 10.12 -15.57
H -15.44 11.33 -17.31
H -15.44 13.97 -17.74
H -16.06 11.65 -18.95
H -18.21 10.44 -18.15
H -16.69 14.48 -16.56
H -15.74 8.89 -18.06
H -16.89 7.44 -16.86
H -17.92 9.09 -15.99
H -16.40 6.00 -16.99
H -15.47 13.30 -16.10
H -18.07 10.81 -15.83
H -16.48 9.38 -19.37
```

ΔE to the lowest compared entry with this formula, charge and spin	19.9	kcal/mol
HOMO	-9.9	eV
gap between HOMO and LUMO	10.7482	eV
SMILES	COC[C@H](C)N.O

---

Calculated F_max, 2.75 1.42 2.98 1.58 eV Å⁻¹ (same order as the records).
Calculated M, 75.09 117.14 277.14 107.15 g mol⁻¹ (same order as the records).